# 1
23
Properties=species:S:1:pos:R:3 method="wB97M-V/def2-TZVPD" homo_energy_ha=-0.4254 gap_ha=0.261 de_lowest_kcal_mol=162.0 molar_mass_da=137.21 lumo_energy_ev=-4.5 max_force_ev_per_a=4.8 total_charge=+1
C 2.825 0.597 0.799
C 3.346 -0.753 0.411
C 1.726 1.273 0.608
C 0.646 1.804 -0.071
C 2.909 -1.513 -0.569
C -2.475 0.581 -0.566
C -1.284 -1.190 0.365
C -2.389 -0.968 1.101
N -3.130 0.101 0.626
N -1.179 -0.168 -0.705
H 3.684 0.957 1.311
H 4.288 -1.012 0.901
H -0.035 2.254 0.624
H 0.821 2.443 -0.939
H 1.815 -1.467 -0.951
H 3.531 -2.359 -0.903
H -3.016 0.201 -1.390
H -2.470 1.701 -0.405
H -0.512 -1.892 0.237
H -2.800 -1.420 1.913
H -3.581 0.732 1.222
H -0.853 -0.695 -1.476
H -0.129 0.734 -0.210

***

# 2
24
Properties=species:S:1:pos:R:3 method="wB97M-V/def2-TZVPD" homo_energy_ha="-0.4432 / -0.4432" gap_ha="0.300 / 0.300" de_lowest_kcal_mol=158.9 molar_mass_da=153.20 lumo_energy_ev="-3.9 / -3.9" max_force_ev_per_a=6.2 total_charge=+1
C 2.615 -1.707 -0.426
C 2.989 -0.278 -0.015
C 1.412 -2.347 -0.338
C 2.078 0.759 0.222
C -0.001 -0.495 0.155
C 1.745 2.149 -0.213
C -1.947 0.757 -0.332
C -2.192 -1.377 0.820
N 0.274 -1.755 0.024
N -1.330 -0.178 0.624
O 2.635 0.151 1.295
H 3.470 -2.319 -0.700
H 4.003 0.082 -0.218
H 1.118 -3.365 -0.653
H 1.418 2.286 -1.305
H 2.850 2.599 -0.295
H 1.150 2.688 0.530
H -1.141 1.195 -0.765
H -2.573 0.354 -1.144
H -2.559 1.444 0.038
H -1.977 -1.904 -0.160
H -1.845 -1.956 1.657
H -3.245 -1.017 1.009
H -1.304 0.416 1.422

***

# 3
25
Properties=species:S:1:pos:R:3 method="wB97M-V/def2-TZVPD" homo_energy_ha=-0.4461 gap_ha=0.294 de_lowest_kcal_mol=88.8 molar_mass_da=169.20 lumo_energy_ev=-4.1 max_force_ev_per_a=5.2 total_charge=+1
C -0.697 1.778 1.152
C -1.177 2.178 2.358
C 0.272 0.615 2.784
C 0.289 0.738 1.458
C -1.302 -2.133 -1.039
C -0.714 -1.198 -3.258
C 1.240 0.087 0.460
C 2.858 1.960 0.399
N -1.496 -1.406 -2.099
N 0.794 -0.915 -0.192
O -0.602 1.477 3.352
O 2.460 0.650 0.171
H -1.068 2.090 0.206
H -2.022 2.755 2.680
H 0.777 -0.180 3.485
H -0.304 -2.658 -1.061
H -2.012 -2.232 -0.222
H -1.375 -1.578 -4.048
H -0.341 -0.199 -3.265
H 3.115 2.461 -0.513
H 3.801 1.987 1.011
H 2.135 2.534 0.830
H -2.423 -0.923 -2.018
H 0.113 -1.841 -3.320
H 1.395 -1.099 -0.927

***

# 4
27
Properties=species:S:1:pos:R:3 method="wB97M-V/def2-TZVPD" spin_multiplicity=3 homo_energy_ha="-0.2718 / -0.3170" gap_ha="0.293 / 0.230" de_lowest_kcal_mol=0.0 molar_mass_da=232.25 lumo_energy_ev="0.6 / -2.4" max_force_ev_per_a=3.6
C -3.593 0.994 0.235
C -2.797 0.162 1.058
C -3.098 1.641 -0.836
C -1.387 0.108 0.757
C -1.722 1.552 -1.133
C -0.857 0.880 -0.327
C 2.392 -1.430 1.127
C 0.695 -2.771 -0.234
N 1.254 -0.538 -0.899
N 1.278 -1.462 0.022
O 3.045 1.276 -0.644
O 1.090 2.081 -1.723
P 1.374 1.082 -0.456
S 1.084 1.822 1.401
H -4.674 1.188 0.518
H -3.340 -0.363 1.850
H -3.833 2.107 -1.452
H -0.572 -0.334 1.371
H -1.203 1.959 -2.047
H 1.981 -1.979 1.941
H 3.318 -1.851 0.822
H 2.665 -0.360 1.418
H -0.356 -2.509 -0.744
H 1.434 -3.302 -0.904
H 0.547 -3.308 0.740
H 3.317 1.340 0.250
H 1.958 2.018 -2.110

***

# 5
24
Properties=species:S:1:pos:R:3 method="wB97M-V/def2-TZVPD" homo_energy_ha=-0.6256 gap_ha=0.314 de_lowest_kcal_mol=73.7 molar_mass_da=151.21 lumo_energy_ev=-8.5 max_force_ev_per_a=4.0 total_charge=+2
C -0.261 -2.342 0.595
C -0.728 -1.185 0.274
N -1.330 -0.123 -0.017
C -2.761 -0.032 -0.097
C -0.619 1.116 -0.249
C -1.233 2.244 -0.401
N 0.900 0.949 -0.313
C 1.560 0.472 1.003
C 2.430 -0.647 0.473
C 2.166 -0.873 -0.805
N 1.146 -0.094 -1.301
H -0.277 -2.610 1.663
H 0.228 -3.047 0.038
H -3.254 0.662 0.573
H -3.023 0.489 -0.967
H -3.208 -1.004 0.086
H -0.598 3.146 -0.409
H -2.232 2.360 -0.260
H 1.366 1.820 -0.513
H 0.688 0.053 1.692
H 2.094 1.266 1.407
H 3.168 -1.050 1.234
H 2.729 -1.662 -1.463
H 1.048 0.092 -2.241

***

# 6
25
Properties=species:S:1:pos:R:3 method="wB97M-V/def2-TZVPD" homo_energy_ha=-0.4978 gap_ha=0.397 de_lowest_kcal_mol=100.3 molar_mass_da=165.22 lumo_energy_ev=-2.7 max_force_ev_per_a=4.3 total_charge=+1
C 2.605 0.099 -0.189
C -0.086 1.110 -0.495
C 2.311 1.080 2.175
C 2.003 -1.330 -0.378
C -1.527 1.632 -0.355
C -2.061 1.059 0.963
C 0.424 -1.334 -0.455
C -1.595 -0.292 0.808
N 2.532 0.590 1.148
N 2.155 1.052 -1.090
N 0.915 1.607 -1.052
N -0.164 -0.207 0.343
H 3.639 0.118 -0.421
H 2.472 -1.773 -1.296
H 2.385 -2.131 0.349
H -1.504 2.792 -0.473
H -1.998 1.177 -1.277
H -1.636 1.760 1.657
H -3.236 1.081 0.859
H 0.323 -1.129 -1.528
H 0.013 -2.242 -0.073
H -1.599 -1.049 1.639
H -2.262 -0.624 0.014
H 2.804 1.711 -1.488
H 0.553 -0.049 1.143

***

# 7
26
Properties=species:S:1:pos:R:3 method="wB97M-V/def2-TZVPD" homo_energy_ha=-0.6075 gap_ha=0.321 de_lowest_kcal_mol=108.8 molar_mass_da=179.23 lumo_energy_ev=-7.8 max_force_ev_per_a=3.8 total_charge=+2
C -1.865 2.292 0.888
C -2.704 -1.294 -0.917
C 0.244 1.482 -0.421
C 1.733 -0.149 0.463
C -1.156 -1.157 -1.167
C -0.685 -0.643 0.123
C -2.069 -0.161 0.862
C 2.050 -1.557 0.891
N -2.230 1.213 1.010
N -3.151 -0.672 0.060
N 0.498 0.195 0.081
N 2.663 0.763 0.597
N 0.955 2.088 -1.314
H -1.512 3.174 0.520
H -3.398 -1.716 -1.730
H -0.630 -2.089 -1.595
H -1.136 -0.459 -1.913
H -0.426 -1.461 0.767
H -2.200 -0.684 1.852
H 3.150 -1.741 1.060
H 1.495 -1.941 1.910
H 1.806 -2.311 0.054
H 3.598 0.405 0.756
H 2.505 1.716 0.599
H 0.779 3.048 -1.644
H 1.686 1.659 -1.794

***

# 8
23
Properties=species:S:1:pos:R:3 method="wB97M-V/def2-TZVPD" homo_energy_ha=-0.2773 gap_ha=0.315 de_lowest_kcal_mol=74.9 molar_mass_da=139.20 lumo_energy_ev=1.0 max_force_ev_per_a=5.5
C -1.012 2.047 -0.612
C -0.724 0.832 -0.186
C 0.783 0.125 -0.276
O 1.645 0.514 0.832
C 2.623 1.516 0.494
C 0.373 -1.352 -0.125
C 1.192 -2.572 -0.206
C -0.908 -1.341 0.265
N -1.453 -0.072 0.443
C -2.956 0.073 0.312
H -2.089 2.456 -0.662
H -0.464 2.824 -1.133
H 1.376 0.217 -1.256
H 3.540 1.384 1.075
H 2.239 2.503 0.737
H 2.894 1.478 -0.643
H 1.208 -3.004 0.772
H 2.242 -2.299 -0.456
H 0.875 -3.380 -0.851
H -1.545 -2.116 0.652
H -3.125 0.143 -0.675
H -3.347 -0.877 0.702
H -3.366 0.901 0.796

***

# 9
24
Properties=species:S:1:pos:R:3 method="wB97M-V/def2-TZVPD" homo_energy_ha=-0.3308 gap_ha=0.357 de_lowest_kcal_mol=35.1 molar_mass_da=155.20 lumo_energy_ev=0.7 max_force_ev_per_a=4.4
C -0.601 2.406 -0.767
C -0.139 0.962 -0.539
C 0.724 0.272 -1.261
C 0.926 -1.150 -0.867
C 2.326 -1.660 -0.860
N 0.333 -1.231 0.412
C -0.691 0.111 0.546
C -2.175 -0.344 0.463
C -0.501 0.734 1.908
O -1.179 1.618 2.286
O 0.393 0.204 2.753
H -0.253 3.151 -0.059
H -1.705 2.465 -0.824
H -0.169 2.967 -1.588
H 1.194 0.684 -2.143
H 0.311 -1.772 -1.510
H 2.195 -2.707 -0.368
H 2.857 -1.032 -0.149
H 2.809 -1.807 -1.851
H -0.149 -2.113 0.587
H -2.429 -0.706 1.409
H -2.189 -0.969 -0.354
H -2.731 0.532 0.270
H 0.842 -0.615 2.507